# 1
A molecular structure, C5H14ClLuTi. Source: the OMol25 dataset; level of theory: ωB97M-V with the def2-TZVPD basis set.

Computed properties:
gap between HOMO and LUMO (spin up / spin down): 2.4 / 5.2 eV
net charge: -2
electronic energy: -2743.87571 hartree
2S+1: 3
molecular weight: 332.454 g mol⁻¹

Last column: Mulliken spin population.
CARTESIAN COORDINATES (ANGSTROEM)
Lu: 0.135 -0.359 1.618  -0.43
Cl: -0.327 1.580 -0.010  0.15
C: -2.032 -0.524 2.021  0.45
H: -1.878 -1.003 3.000  0.02
H: -2.510 -1.148 1.318  -0.08
H: -2.392 0.469 2.100  -0.06
Ti: 0.465 -0.044 -1.480  2.31
C: 2.385 0.496 -1.961  -0.19
C: -0.779 -0.206 -3.092  -0.06
C: 0.350 -1.588 -0.292  -0.48
H: -1.156 -1.237 -3.104  0.00
H: -1.611 0.504 -3.044  0.03
H: -0.164 -0.018 -3.983  -0.01
H: 3.043 -0.308 -1.609  0.03
H: 2.426 0.565 -3.058  0.00
H: 2.675 1.451 -1.508  0.00
H: -0.503 -2.301 -0.250  -0.01
H: 1.366 -1.937 -0.039  0.24
C: 0.108 1.236 3.137  0.15
H: -0.650 2.007 3.027  0.00
H: 1.102 1.684 3.134  -0.07
H: -0.051 0.679 4.073  0.00

# 2
2 unconnected molecules or ions with the total composition C3H8NP. Source: the OMol25 dataset; level of theory: ωB97M-V with the def2-TZVPD basis set.

Computed properties:
gap between HOMO and LUMO (spin up / spin down): 8.7 / 7.9 eV
electronic energy: -515.03024 hartree
molecular weight: 89.078 g mol⁻¹

Last column: natural (NBO) charge in e.
CARTESIAN COORDINATES (ANGSTROEM)
C: 0.606 -1.363 -0.475  -0.34
C: 0.656 -0.068 0.179  -0.17
C: 1.653 1.031 -0.145  -0.61
N: -0.395 -0.297 -0.706  -0.20
P: -3.229 0.152 0.029  0.15
H: 1.282 -1.594 -1.360  0.21
H: 0.148 -2.242 0.010  0.22
H: 0.358 -0.101 1.234  0.21
H: 2.209 1.390 0.800  0.22
H: 1.123 1.854 -0.480  0.22
H: 2.341 0.734 -0.931  0.22
H: -3.195 1.274 0.893  -0.06
H: -3.557 -0.772 0.952  -0.07

# 3
A gas-phase ion, C35H41N4 (charge +1). Source: the OMol25 dataset; level of theory: ωB97M-V with the def2-TZVPD basis set.

Computed properties:
gap between HOMO and LUMO: 6.4 eV
net charge: +1
electronic energy: -1577.08371 hartree
molecular weight: 517.741 g mol⁻¹
SMILES: c1ccc(C2=[NH+]CCCN2C(c2cc3c4c(c2)CCCN4CCC3)c2cc3c4c(c2)CCCN4CCC3)cc1

Last column: Löwdin charge in e.
CARTESIAN COORDINATES (ANGSTROEM)
C: -4.723 2.268 0.698  -0.05
C: -5.299 1.032 1.019  -0.06
C: -4.499 -0.010 1.517  -0.03
C: -3.095 0.146 1.673  -0.12
C: -2.200 -0.955 2.188  -0.14
N: -2.877 -1.696 3.106  0.09
C: -2.357 -2.769 3.992  -0.14
C: -0.882 -2.911 3.718  -0.16
C: -0.300 -1.534 3.393  -0.13
N: -0.863 -1.152 2.040  0.07
C: 0.303 -0.790 0.923  -0.05
C: 0.558 0.729 0.801  -0.22
C: 1.228 1.375 1.853  0.01
C: 1.341 2.776 1.900  -0.13
C: 0.885 3.559 0.795  -0.09
C: 0.309 2.897 -0.343  -0.13
C: 0.140 1.506 -0.281  -0.05
C: -0.230 3.693 -1.492  -0.15
C: 0.341 5.099 -1.527  -0.16
C: 0.265 5.739 -0.144  -0.17
N: 0.905 4.925 0.854  -0.09
C: 1.174 5.620 2.080  -0.17
C: 2.238 4.910 2.910  -0.16
C: 1.859 3.451 3.138  -0.15
C: 0.711 -1.518 -0.434  -0.14
C: 1.029 -2.879 -0.314  -0.01
C: 1.364 -3.701 -1.409  -0.14
C: 1.407 -3.169 -2.723  -0.11
C: 1.252 -1.767 -2.865  -0.12
C: 1.048 -0.980 -1.706  0.01
C: 1.325 -1.178 -4.249  -0.15
C: 1.072 -2.164 -5.359  -0.17
C: 1.838 -3.461 -5.142  -0.17
N: 1.610 -3.975 -3.818  -0.09
C: 2.057 -5.333 -3.683  -0.17
C: 1.469 -6.018 -2.453  -0.17
C: 1.666 -5.160 -1.208  -0.16
C: -2.556 1.414 1.415  -0.01
C: -3.338 2.452 0.885  -0.04
H: -5.361 3.086 0.326  0.12
H: -6.379 0.854 0.880  0.12
H: -4.953 -0.975 1.736  0.11
H: -3.886 -1.624 3.123  0.13
H: -2.936 -3.683 3.790  0.13
H: -2.599 -2.501 5.038  0.13
H: -0.748 -3.545 2.841  0.12
H: -0.371 -3.361 4.585  0.13
H: 0.798 -1.497 3.385  0.12
H: -0.627 -0.884 4.261  0.15
H: 1.036 -1.205 1.643  0.10
H: 1.671 0.804 2.670  0.12
H: -0.418 1.020 -1.114  0.13
H: -1.322 3.743 -1.424  0.11
H: -0.016 3.163 -2.421  0.12
H: -0.192 5.753 -2.222  0.12
H: 1.385 5.069 -1.859  0.13
H: -0.791 5.918 0.125  0.13
H: 0.761 6.716 -0.150  0.13
H: 1.528 6.623 1.825  0.12
H: 0.265 5.737 2.693  0.13
H: 3.197 4.967 2.380  0.12
H: 2.358 5.442 3.861  0.12
H: 1.100 3.399 3.930  0.12
H: 2.710 2.876 3.504  0.12
H: 0.979 -3.392 0.655  0.12
H: 1.136 0.111 -1.933  0.11
H: 2.324 -0.755 -4.391  0.13
H: 0.628 -0.347 -4.370  0.12
H: 1.386 -1.744 -6.309  0.12
H: 0.008 -2.390 -5.440  0.12
H: 2.921 -3.292 -5.308  0.14
H: 1.548 -4.236 -5.871  0.13
H: 3.163 -5.368 -3.617  0.14
H: 1.763 -5.885 -4.588  0.12
H: 0.396 -6.194 -2.603  0.12
H: 1.945 -6.999 -2.317  0.12
H: 1.044 -5.589 -0.415  0.11
H: 2.717 -5.240 -0.888  0.13
H: -1.493 1.566 1.597  0.10
H: -2.854 3.392 0.642  0.10

# 4
3 unconnected molecules or ions with the total composition C5H12O2. Source: the OMol25 dataset; level of theory: ωB97M-V with the def2-TZVPD basis set.

Computed properties:
gap between HOMO and LUMO: 10.8 eV
electronic energy: -348.07554 hartree
molecular weight: 104.149 g mol⁻¹
SMILES: COCC=O.[H][H].C=C

Last column: natural (NBO) charge in e.
CARTESIAN COORDINATES (ANGSTROEM)
C: 1.093 -1.083 2.930  -0.25
O: 0.362 -0.675 1.799  -0.53
C: 0.658 0.644 1.446  -0.18
C: -0.197 1.049 0.273  0.43
O: 0.003 2.079 -0.313  -0.52
H: 0.846 -0.448 3.795  0.17
H: 2.178 -1.024 2.750  0.17
H: 0.815 -2.117 3.136  0.20
H: 1.720 0.778 1.180  0.20
H: 0.423 1.348 2.264  0.19
H: -1.007 0.333 0.008  0.13
H: 0.900 -1.684 -1.109  -0.01
H: 0.690 -1.553 -0.408  0.01
C: -0.946 -0.092 -3.093  -0.41
C: -1.322 1.165 -2.890  -0.39
H: 0.058 -0.433 -2.838  0.19
H: -1.606 -0.826 -3.552  0.19
H: -2.315 1.516 -3.166  0.19
H: -0.656 1.890 -2.431  0.22

Max |F| (Eh/bohr)
0.033 0.050 0.050 0.006